20
Properties=species:S:1:pos:R:3 method="wB97M-V/def2-TZVPD" e_tot_ev=-13434.230 e_lumo_ev=-2.46 homo_lumo_gap_ev=7.04 spin_multiplicity=1
N 0.83857 -0.36100 2.11247
C -0.45887 -0.22966 1.66487
C -0.56000 -0.70947 0.06231
N -0.50320 -2.05921 -0.03497
O -1.50265 -0.19633 -0.50996
H 0.91213 -0.84837 2.99269
H 1.48112 -0.53124 1.31612
H -0.85291 0.77671 1.66147
H -1.18796 -0.86724 2.15973
H 0.40374 -2.46526 -0.18848
H -1.10094 -2.33074 -0.82005
H -1.98752 1.29820 -1.50079
H -2.70978 1.88179 -2.76685
O -2.04022 2.05403 -2.09582
H 0.44500 -0.15760 -0.34380
H 1.97692 2.58728 -0.92171
O 1.14481 2.09131 -0.81769
H 1.39737 1.13094 -0.71526
H 2.43637 -0.76611 -0.92103
O 1.86802 -0.29805 -0.33325